56
Properties=species:S:1:pos:R:3 method="wB97M-V/def2-TZVPD" charge=+1 e_tot_ha=-1289.9509 homo_energy_ev=-12.03 homo_lumo_gap_ev=9.43
C 4.240 -0.390 -0.032
C 3.897 -0.586 -1.533
C 3.791 0.681 -2.353
O 3.823 0.615 -3.497
O 3.625 1.911 -1.742
C 2.282 2.397 -1.782
C 1.530 1.916 -0.526
N 0.157 1.358 -0.808
C -0.551 1.186 0.520
C -1.314 -0.134 0.751
N -1.465 -1.025 -0.402
C -0.115 -1.159 -0.977
C 0.166 0.164 -1.710
H 3.368 -0.592 0.584
H 4.479 0.658 0.115
H 5.078 -0.989 0.287
H 4.678 -1.194 -1.969
H 2.991 -1.165 -1.665
H 2.382 3.474 -1.753
H 1.790 2.124 -2.714
H 2.114 1.230 0.073
H 1.344 2.788 0.092
H -0.318 2.104 -1.308
H 0.205 1.259 1.292
H -1.204 2.033 0.696
H -0.837 -0.681 1.554
H -2.317 0.095 1.113
H -1.996 -0.541 -1.121
H -0.054 -1.945 -1.731
H 0.616 -1.301 -0.187
H 1.084 0.042 -2.275
H -0.616 0.314 -2.446
C -4.499 1.442 2.507
O -3.344 1.125 2.754
N -4.841 2.189 1.414
N -5.540 1.078 3.301
H -5.784 2.455 1.202
H -4.102 2.481 0.805
H -5.329 0.528 4.115
H -6.492 1.329 3.114
C -1.627 -3.864 -3.853
O -0.759 -3.014 -3.717
N -2.882 -3.723 -3.337
N -1.410 -5.023 -4.531
H -3.601 -4.413 -3.442
H -3.080 -2.883 -2.826
H -0.497 -5.162 -4.925
H -2.109 -5.731 -4.652
C 1.472 0.628 4.237
O 1.092 0.176 3.164
N 2.790 0.731 4.561
N 0.603 1.061 5.189
H 3.116 1.097 5.436
H 3.459 0.417 3.882
H -0.378 0.996 4.981
H 0.894 1.432 6.073


52
Properties=species:S:1:pos:R:3 method="wB97M-V/def2-TZVPD" charge=+1 e_tot_ha=-1398.2174 homo_energy_ev=-10.80 homo_lumo_gap_ev=7.00
O -2.037 2.811 -0.484
P -1.926 1.930 -1.820
O -1.531 0.310 -1.316
O -3.551 1.987 -2.535
C -0.743 2.690 -3.112
C -0.105 4.152 -2.607
C 1.449 3.584 -2.364
N 1.649 2.857 -3.710
C 0.531 1.804 -3.679
H -1.435 -0.258 -2.136
H -3.575 2.909 -2.969
H -1.345 2.903 -4.118
H -0.466 4.584 -1.581
H -0.233 4.907 -3.521
H 2.183 4.455 -2.093
H 1.256 2.750 -1.532
H 1.242 3.547 -4.411
H 2.620 2.549 -3.938
H 0.992 1.001 -2.962
H 0.418 1.262 -4.715
C -4.774 -3.843 1.740
O -4.101 -3.256 0.632
C -3.908 -1.848 0.801
C -2.463 -1.530 1.196
O -2.170 -2.005 2.514
C -1.399 -3.201 2.495
H -4.732 -4.929 1.630
H -4.302 -3.573 2.690
H -5.823 -3.534 1.743
H -4.615 -1.439 1.532
H -4.118 -1.381 -0.167
H -2.336 -0.443 1.215
H -1.756 -1.940 0.465
H -0.376 -2.976 2.175
H -1.838 -3.958 1.839
H -1.364 -3.600 3.512
C 1.757 -0.765 0.758
O 3.095 -0.440 0.401
C 3.606 0.658 1.163
C 4.556 0.175 2.263
O 3.850 -0.552 3.273
C 4.038 -1.958 3.154
H 1.492 -1.708 0.273
H 1.644 -0.888 1.840
H 1.078 0.013 0.398
H 2.791 1.259 1.582
H 4.168 1.292 0.469
H 4.999 1.049 2.752
H 5.370 -0.426 1.844
H 5.059 -2.221 3.451
H 3.843 -2.310 2.137
H 3.340 -2.455 3.834


61
Properties=species:S:1:pos:R:3 method="wB97M-V/def2-TZVPD" charge=-2 e_above_lowest_kj_mol=112.64 e_tot_ha=-6021.3807 homo_energy_ev=-1.41 homo_lumo_gap_ev=5.61
Rh 0.311 0.738 -0.916
N 1.137 -2.728 1.262
C 1.721 -1.465 1.886
C 2.476 -1.811 3.153
P 0.198 -0.441 2.194
O -0.516 -1.929 2.916
O 0.010 0.424 3.388
O -0.645 -0.482 0.914
P 2.780 -0.829 0.514
O 3.490 -2.399 0.332
O 3.974 0.002 0.776
O 1.902 -0.794 -0.731
H 0.523 -3.164 1.956
H 1.907 -3.288 0.887
H 0.555 -2.396 0.484
H 1.826 -2.352 3.842
H 2.774 -0.879 3.633
H 3.372 -2.391 2.929
H -1.150 -1.566 3.540
H 4.285 -2.240 -0.185
S 1.811 4.462 -3.183
As 0.374 2.917 -3.315
S 1.232 0.902 -3.056
S -0.819 2.779 -1.423
S -0.789 3.053 -5.095
C 0.595 3.071 2.050
C 1.806 2.196 1.720
C 2.634 2.876 0.629
C 2.663 2.008 2.977
O 1.393 0.922 1.220
H 0.936 4.027 2.458
H -0.042 2.570 2.776
H 0.021 3.274 1.144
H 2.833 3.918 0.894
H 2.089 2.886 -0.319
H 3.572 2.345 0.477
H 3.016 2.978 3.339
H 3.524 1.383 2.734
H 2.065 1.533 3.757
C -3.198 1.037 -3.520
C -2.391 -0.219 -3.215
P -1.611 -0.317 -1.565
C -1.234 -2.118 -1.421
C -1.971 -3.110 -2.320
C -3.027 0.061 -0.480
C -4.162 -0.958 -0.522
H -3.622 0.961 -4.523
H -2.591 1.933 -3.504
H -4.023 1.159 -2.811
H -1.593 -0.360 -3.951
H -3.061 -1.080 -3.278
H -1.379 -2.355 -0.366
H -0.160 -2.175 -1.625
H -3.050 -3.088 -2.164
H -1.625 -4.123 -2.100
H -1.777 -2.919 -3.375
H -3.368 1.052 -0.784
H -2.622 0.151 0.524
H -4.593 -1.060 -1.521
H -4.961 -0.646 0.154
H -3.821 -1.941 -0.192


51
Properties=species:S:1:pos:R:3 method="wB97M-V/def2-TZVPD" charge=+1 e_above_lowest_kj_mol=211.27 e_tot_ha=-3460.5527 homo_energy_ev=-10.50 homo_lumo_gap_ev=8.44
Br -0.394 1.169 -0.837
C -3.799 -0.396 1.132
O -3.146 0.513 1.987
C -1.889 -0.079 2.456
C -0.995 0.947 3.208
N -0.968 2.259 2.482
H -0.039 2.496 2.162
H -1.355 2.248 1.550
C -1.505 3.476 3.282
C -1.207 4.771 2.525
O -1.709 4.785 1.218
C -1.306 6.069 0.575
H -4.842 -0.098 1.022
H -3.767 -1.428 1.481
H -3.310 -0.417 0.158
H -1.287 -0.348 1.588
H -2.048 -0.976 3.056
H -0.001 0.542 3.021
H -1.089 0.896 4.293
H -1.110 3.449 4.297
H -2.574 3.264 3.281
H -0.123 4.881 2.487
H -1.642 5.627 3.040
H -1.618 5.807 -0.436
H -0.218 6.056 0.510
H -1.831 6.878 1.084
C 3.379 -2.975 -5.488
O 2.358 -2.324 -4.759
C 2.817 -1.275 -3.942
C 2.049 -1.144 -2.640
N 1.467 -2.477 -2.146
H 1.176 -3.115 -2.872
H 2.267 -2.914 -1.710
C 0.260 -2.364 -1.182
C 0.272 -3.714 -0.469
O 1.478 -3.812 0.235
C 1.482 -3.202 1.530
H 3.018 -4.003 -5.513
H 4.364 -2.825 -5.046
H 3.394 -2.468 -6.453
H 2.611 -0.308 -4.400
H 3.846 -1.245 -3.582
H 1.245 -0.409 -2.622
H 2.600 -0.862 -1.743
H -0.666 -2.214 -1.737
H 0.342 -1.492 -0.534
H 0.184 -4.514 -1.204
H -0.642 -3.616 0.117
H 1.112 -2.179 1.470
H 2.518 -3.170 1.867
H 0.840 -3.771 2.203


51
Properties=species:S:1:pos:R:3 method="wB97M-V/def2-TZVPD" charge=0 e_above_lowest_kj_mol=93.06 e_tot_ha=-961.9740 homo_energy_ev=-8.66 smiles=COCCNCCOC.COCCNCCOC.O homo_lumo_gap_ev=9.56
C 12.124 18.075 -11.114
O 11.522 18.076 -9.752
C 10.719 16.931 -9.512
C 10.562 16.679 -8.035
N 9.880 17.743 -7.429
C 9.849 17.593 -5.973
C 8.800 18.515 -5.378
O 7.439 17.921 -5.344
C 6.401 18.770 -4.818
H 11.404 18.336 -11.890
H 12.535 17.088 -11.326
H 12.864 18.874 -11.074
H 11.162 16.006 -9.881
H 9.781 17.127 -10.031
H 11.548 16.396 -7.667
H 10.062 15.710 -8.024
H 10.319 18.625 -7.653
H 10.856 17.675 -5.564
H 9.599 16.593 -5.618
H 8.776 19.493 -5.860
H 9.070 18.587 -4.324
H 6.744 19.230 -3.891
H 5.591 18.121 -4.484
H 6.133 19.489 -5.592
C -2.498 6.804 -7.107
O -1.601 7.701 -6.510
C -1.292 7.387 -5.162
C -0.339 8.501 -4.592
N 0.835 8.808 -5.560
C 1.818 9.761 -5.035
C 1.489 11.178 -4.963
O 1.380 11.726 -6.321
C 0.740 13.008 -6.405
H -3.430 6.646 -6.565
H -2.042 5.826 -7.263
H -2.678 7.269 -8.077
H -0.749 6.442 -5.191
H -2.261 7.236 -4.685
H -0.077 8.063 -3.628
H -0.793 9.474 -4.408
H 0.384 9.152 -6.396
H 2.765 9.654 -5.565
H 1.913 9.476 -3.988
H 2.244 11.752 -4.426
H 0.556 11.374 -4.434
H 1.403 13.775 -6.005
H -0.235 13.064 -5.921
H 0.503 13.197 -7.452
O 6.305 16.882 -8.378
H 7.186 17.217 -8.547
H 6.146 17.079 -7.455


61
Properties=species:S:1:pos:R:3 method="wB97M-V/def2-TZVPD" charge=+1 e_above_lowest_kj_mol=0.00 e_tot_ha=-4984.5031 homo_energy_ev=-12.17 homo_lumo_gap_ev=9.12
C -2.510 -6.846 -0.263
C -2.945 -5.969 -1.436
C -4.112 -5.041 -1.074
S -3.813 -3.300 -0.721
C -2.080 -2.922 -0.941
C -1.080 -3.514 0.060
C 0.023 -4.348 -0.593
Br 1.705 -4.138 0.340
O -3.982 -3.333 0.880
B -3.777 -2.111 1.612
O -3.451 -2.217 2.904
O -3.815 -0.910 0.964
H -1.591 -7.383 -0.498
H -3.276 -7.594 -0.050
H -2.347 -6.264 0.646
H -2.102 -5.422 -1.859
H -3.307 -6.610 -2.242
H -4.875 -5.012 -1.853
H -4.599 -5.391 -0.160
H -2.076 -1.833 -0.900
H -1.874 -3.190 -1.984
H -1.593 -4.107 0.823
H -0.619 -2.674 0.573
H -0.177 -5.413 -0.546
H 0.204 -4.045 -1.622
H -3.450 -3.119 3.259
H -4.662 -0.531 0.699
C 1.418 1.460 -0.119
O 0.519 1.580 -1.245
P -0.145 0.323 -1.922
O -0.023 -0.910 -1.125
O 0.392 0.248 -3.394
C 1.809 0.069 -3.591
O -1.633 0.756 -2.236
C -2.460 1.175 -1.135
H 2.441 1.372 -0.477
H 1.328 2.369 0.470
H 1.160 0.595 0.487
H 2.212 -0.656 -2.883
H 2.315 1.026 -3.480
H 1.938 -0.302 -4.602
H -2.482 2.262 -1.088
H -2.107 0.774 -0.186
H -3.461 0.801 -1.337
C 3.108 6.241 3.814
O 3.498 6.615 2.484
P 3.767 5.518 1.364
O 3.286 4.183 1.737
O 5.293 5.633 0.996
C 6.256 5.362 2.024
O 3.163 6.153 0.057
C 1.770 6.491 0.044
H 3.993 6.130 4.440
H 2.490 7.047 4.201
H 2.549 5.308 3.801
H 5.958 4.498 2.619
H 6.370 6.239 2.661
H 7.196 5.148 1.524
H 1.649 7.531 0.342
H 1.199 5.845 0.712
H 1.418 6.354 -0.975


53
Properties=species:S:1:pos:R:3 method="wB97M-V/def2-TZVPD" charge=+2 e_above_lowest_kj_mol=0.00 e_tot_ha=-2316.4311 homo_energy_ev="-14.37 / -14.37" homo_lumo_gap_ev="5.23 / 4.98"
C -1.957 0.061 -2.232
I 3.257 0.078 -0.871
H -2.132 0.148 -3.308
H -2.359 0.933 -1.693
H -2.372 -0.880 -1.840
Bi 0.322 -0.001 -1.748
P 0.307 2.758 -1.614
C -0.072 3.460 0.024
C 1.984 3.289 -2.100
H 1.960 4.337 -2.437
H -0.665 4.501 -2.997
H 2.335 2.636 -2.913
H -0.686 2.889 -3.806
H 0.598 3.005 0.770
H 2.663 3.161 -1.244
C -0.845 3.424 -2.858
H 0.067 4.552 0.020
H -1.879 3.253 -2.527
H -1.111 3.227 0.302
P 0.214 -2.753 -1.598
C -0.251 -3.482 0.003
C -0.933 -3.384 -2.856
H 2.271 -2.615 -2.861
H 1.896 -4.317 -2.379
H 2.573 -3.129 -1.184
C 1.907 -3.266 -2.049
H -0.775 -2.832 -3.793
H -0.760 -4.458 -3.014
H -0.263 -4.581 -0.050
H -1.251 -3.116 0.279
H -1.964 -3.213 -2.516
H 0.452 -3.156 0.783
Cl 0.755 -0.011 -4.250
C 2.022 -1.299 2.402
N 0.939 -0.522 2.992
C 1.096 -0.165 4.391
C -0.100 -0.189 2.177
O -0.044 -0.494 0.946
N -1.235 0.451 2.582
C -1.566 0.895 3.925
C -2.241 0.588 1.544
H 2.142 -2.254 2.932
H 2.969 -0.749 2.444
H 1.787 -1.460 1.342
H 1.077 0.921 4.532
H 0.310 -0.622 5.001
H 2.062 -0.541 4.714
H -2.539 1.381 3.884
H -1.621 0.045 4.623
H -0.822 1.618 4.293
H -1.889 1.250 0.743
H -2.486 -0.382 1.104
H -3.143 1.013 1.986


52
Properties=species:S:1:pos:R:3 method="wB97M-V/def2-TZVPD" charge=+2 e_above_lowest_kj_mol=0.00 e_tot_ha=-1034.1667 homo_energy_ev=-16.20 homo_lumo_gap_ev=11.06
Cd -17.733 -4.467 24.877
C -16.446 -7.159 27.950
C -16.475 -6.079 26.898
C -15.530 -6.318 25.700
O -15.824 -5.427 24.606
C -14.810 -5.583 23.605
N -17.874 -5.902 26.350
H -17.340 -7.187 28.568
H -15.588 -7.046 28.613
H -16.341 -8.107 27.411
H -16.269 -5.077 27.294
H -15.595 -7.358 25.368
H -14.524 -6.168 26.099
H -14.401 -6.590 23.506
H -13.941 -4.968 23.859
H -15.187 -5.259 22.638
H -18.529 -5.702 27.103
H -18.139 -6.847 26.057
C -22.254 -3.857 24.817
C -20.833 -4.444 24.864
C -20.504 -5.295 23.646
O -19.122 -5.651 23.749
C -18.725 -6.698 22.865
N -19.805 -3.445 25.224
H -23.074 -4.525 25.082
H -22.490 -3.335 23.891
H -22.297 -3.143 25.647
H -20.893 -5.240 25.617
H -20.637 -4.854 22.644
H -21.189 -6.148 23.586
H -18.974 -6.483 21.821
H -19.193 -7.651 23.114
H -17.638 -6.779 22.903
H -20.182 -3.047 26.083
H -19.857 -2.690 24.544
C -16.036 -1.379 22.329
C -16.276 -2.392 23.454
C -16.378 -1.779 24.874
O -16.937 -2.674 25.840
C -17.322 -2.029 27.050
N -17.580 -3.139 23.231
H -16.966 -0.949 21.945
H -15.556 -1.849 21.473
H -15.430 -0.548 22.691
H -15.518 -3.164 23.359
H -17.096 -0.973 24.648
H -15.468 -1.280 25.201
H -16.450 -1.743 27.637
H -17.996 -2.691 27.592
H -17.899 -1.115 26.871
H -18.228 -2.361 23.078
H -17.543 -3.524 22.284


52
Properties=species:S:1:pos:R:3 method="wB97M-V/def2-TZVPD" charge=-1 e_above_lowest_kj_mol=619.79 e_tot_ha=-1164.5141 homo_energy_ev=-3.92 homo_lumo_gap_ev=6.81
I 1.512 0.847 1.267
C -3.134 1.496 2.857
C -2.317 1.144 1.579
C -2.889 1.624 0.248
O -3.902 0.747 -0.251
C -4.560 1.400 -1.307
N -1.045 1.688 1.881
H -3.140 2.545 3.151
H -2.680 0.965 3.694
H -4.182 1.229 2.726
H -2.168 0.070 1.469
H -2.093 1.527 -0.491
H -3.200 2.667 0.296
H -5.143 2.224 -0.896
H -5.262 0.637 -1.644
H -3.896 1.632 -2.139
H -0.229 1.250 1.479
H -0.819 1.377 2.816
C -0.356 -1.934 1.957
C -0.556 -1.966 0.427
C -1.429 -0.967 -0.225
O -1.556 -1.259 -1.571
C -2.610 -0.592 -2.183
N 0.707 -1.877 -0.094
H -1.279 -2.014 2.532
H 0.144 -1.002 2.221
H 0.368 -2.661 2.326
H -0.780 -2.997 0.151
H -0.976 0.021 -0.145
H -2.383 -1.004 0.300
H -2.525 0.488 -2.058
H -3.565 -0.977 -1.828
H -2.582 -0.753 -3.260
H 0.589 -1.701 -1.082
H 1.106 -1.038 0.301
C 2.319 -0.751 -2.136
C 3.564 -1.027 -1.296
C 4.338 0.296 -1.025
O 5.398 0.003 -0.106
C 6.152 1.165 0.285
N 2.971 -1.608 -0.077
H 2.680 -0.229 -3.023
H 1.566 -0.176 -1.598
H 1.736 -1.614 -2.459
H 4.115 -1.771 -1.871
H 3.678 0.959 -0.466
H 4.695 0.743 -1.953
H 6.628 1.001 1.252
H 5.429 1.960 0.467
H 6.813 1.507 -0.511
H 2.378 -0.923 0.370
H 2.371 -2.370 -0.358